[1]
{
  "formula": "C42H40F2N6",
  "method": "wB97M-V/def2-TZVPD",
  "orbital_gap_ev": 9.504,
  "homo_energy_ev": -9.1,
  "charge": 0,
  "de_lowest_kcal_mol": 24.0,
  "smiles": "Fc1ccccc1.Fc1ccccc1.c1ccncc1.c1ccncc1.c1ccncc1.c1ccncc1.c1ccncc1.c1ccncc1",
  "spin_multiplicity": 1,
  "energy_ha": -2152.639811,
  "elements": ["N", "C", "C", "C", "C", "C", "H", "H", "H", "H", "H", "N", "C", "C", "C", "C", "C", "H", "H", "H", "H", "H", "N", "C", "C", "C", "C", "C", "H", "H", "H", "H", "H", "N", "C", "C", "C", "C", "C", "H", "H", "H", "H", "H", "N", "C", "C", "C", "C", "C", "H", "H", "H", "H", "H", "N", "C", "C", "C", "C", "C", "H", "H", "H", "H", "H", "F", "C", "C", "C", "C", "C", "C", "H", "H", "H", "H", "H", "F", "C", "C", "C", "C", "C", "C", "H", "H", "H", "H", "H"],
  "positions_angstrom": [[-6.042489, -0.523092, 13.209114], [-7.213220, -1.114400, 13.484221], [-8.075461, -0.671285, 14.495521], [-7.705375, 0.390361, 15.299132], [-6.536163, 1.064528, 14.953768], [-5.759232, 0.576768, 13.916190], [-7.363671, -1.994070, 12.873599], [-9.016713, -1.148455, 14.737675], [-8.317471, 0.812728, 16.085164], [-6.036775, 1.750873, 15.627832], [-4.791625, 1.035243, 13.742667], [-4.544131, 4.689244, 10.211160], [-3.221772, 4.719531, 10.387786], [-2.458729, 3.622721, 10.779511], [-3.133122, 2.423437, 10.978419], [-4.503985, 2.393857, 10.780272], [-5.192374, 3.550704, 10.465371], [-2.811116, 5.712248, 10.241970], [-1.419841, 3.743330, 11.052103], [-2.642331, 1.522612, 11.321708], [-4.988073, 1.437095, 10.944400], [-6.261160, 3.529366, 10.306854], [-8.460255, 5.212061, 15.193575], [-8.054727, 4.149630, 14.458530], [-7.159006, 4.223832, 13.415938], [-6.675880, 5.462253, 13.026196], [-7.013512, 6.548952, 13.803492], [-7.880738, 6.379658, 14.878299], [-8.482902, 3.215744, 14.798195], [-6.923075, 3.311559, 12.882051], [-6.089674, 5.540945, 12.119463], [-6.581535, 7.519010, 13.592341], [-8.246216, 7.220339, 15.450473], [-14.008329, 6.812456, 13.212066], [-12.806565, 7.359493, 13.069152], [-11.628009, 6.643324, 13.327635], [-11.684200, 5.331612, 13.738509], [-12.952046, 4.779249, 13.917491], [-14.071084, 5.538322, 13.604066], [-12.760850, 8.319300, 12.570821], [-10.702640, 7.199921, 13.223806], [-10.833885, 4.673477, 13.860229], [-13.043842, 3.758848, 14.264545], [-15.015650, 5.132779, 13.950796], [-12.826616, 4.177867, 18.013037], [-11.695674, 3.956428, 17.342898], [-10.428028, 4.375404, 17.736717], [-10.351291, 4.859936, 19.049909], [-11.472792, 4.939650, 19.830119], [-12.705794, 4.640597, 19.257932], [-11.768762, 3.460007, 16.381115], [-9.501599, 4.310051, 17.190551], [-9.380401, 5.077785, 19.483644], [-11.450135, 5.300074, 20.850500], [-13.586590, 4.790561, 19.869003], [-7.331224, 10.176223, 19.047129], [-8.142332, 9.310196, 18.433318], [-7.792209, 8.027847, 18.074131], [-6.492782, 7.606221, 18.292216], [-5.613561, 8.507132, 18.881060], [-6.053504, 9.782869, 19.208139], [-9.103647, 9.743905, 18.177700], [-8.454680, 7.322804, 17.588893], [-6.196718, 6.602216, 18.019388], [-4.594454, 8.206897, 19.089169], [-5.393257, 10.527252, 19.631038], [-8.947092, 2.592877, 10.885569], [-9.692650, 3.218781, 9.955929], [-9.612632, 2.822849, 8.636424], [-10.270636, 3.570151, 7.644903], [-11.064342, 4.618998, 8.037204], [-11.191232, 4.993601, 9.369659], [-10.466804, 4.307236, 10.343153], [-9.061949, 1.942387, 8.331851], [-10.268235, 3.186110, 6.635653], [-11.597737, 5.160587, 7.264155], [-11.747865, 5.877739, 9.644827], [-10.514354, 4.604524, 11.382629], [-9.187776, 6.646184, 6.501253], [-7.946873, 7.014638, 6.901482], [-7.148278, 7.722823, 6.044740], [-5.868177, 8.076312, 6.477288], [-5.421900, 7.656833, 7.719181], [-6.300493, 7.034789, 8.622930], [-7.556430, 6.686465, 8.184950], [-7.507978, 7.983809, 5.058679], [-5.272448, 8.706005, 5.830454], [-4.371378, 7.706694, 7.978307], [-5.958530, 6.697676, 9.589440], [-8.239792, 6.160631, 8.842991]],
  "forces_ev_per_angstrom": [[-0.56, 0.60, 0.14], [0.56, 0.32, 0.18], [-0.30, -0.30, 0.16], [0.50, 1.00, -0.88], [0.71, -0.78, 0.63], [0.28, -0.48, 0.22], [-0.57, -0.10, 0.17], [0.08, -0.32, -0.37], [-0.14, -0.46, 0.16], [-0.51, 0.53, -0.18], [-0.02, 0.03, -0.24], [-0.23, 0.01, 0.43], [-0.33, 0.12, 0.03], [-0.40, 0.11, 0.44], [0.02, 0.43, -0.09], [0.01, -0.74, 0.48], [0.74, -0.22, -0.80], [0.41, -0.15, -0.04], [0.10, -0.05, -0.30], [0.19, 0.05, -0.10], [-0.35, 0.20, -0.06], [-0.18, 0.14, 0.09], [1.00, -0.11, -0.76], [-0.39, 0.65, 1.20], [-0.34, -0.42, -0.38], [-0.08, -0.38, -0.01], [0.21, 0.40, 0.17], [-0.75, -0.38, -0.25], [0.04, -0.23, -0.29], [0.08, 0.09, -0.08], [0.23, 0.17, 0.16], [-0.21, 0.08, -0.01], [0.28, 0.21, 0.03], [-0.37, -0.03, -0.27], [0.22, -1.31, -0.45], [0.21, 1.11, -0.09], [-0.79, -0.54, -0.10], [0.40, 0.08, -0.55], [0.44, 0.13, 1.63], [-0.02, 0.29, 0.44], [0.16, -0.33, -0.11], [0.29, 0.43, 0.24], [-0.18, 0.00, -0.03], [-0.35, 0.17, -0.69], [0.04, -0.52, 0.53], [0.63, 0.45, -0.92], [-0.49, 0.03, 1.83], [0.88, -0.37, -0.38], [-0.79, 0.35, 0.15], [0.52, 0.13, -0.13], [-0.35, 0.08, -0.08], [-0.30, -0.22, -0.55], [-0.03, 0.22, -0.10], [0.15, -0.08, 0.01], [-0.30, -0.09, -0.30], [0.90, -0.33, -0.58], [-0.35, 0.88, 0.16], [0.33, -0.69, -0.40], [-0.01, 0.43, 0.46], [0.32, -0.20, -0.09], [-0.94, -0.15, 0.18], [-0.22, -0.38, 0.18], [-0.38, 0.30, 0.08], [0.12, 0.01, 0.02], [0.05, 0.14, -0.07], [0.12, -0.07, 0.13], [0.02, -0.31, 0.21], [-0.19, 0.73, -0.40], [0.04, 0.06, -0.65], [-0.05, -1.21, 1.21], [-0.58, 0.72, -0.55], [0.82, -0.17, 0.09], [-0.13, -0.09, -0.14], [0.19, 0.02, 0.27], [0.15, 0.31, -0.15], [-0.03, 0.11, 0.16], [-0.22, -0.09, 0.03], [0.07, -0.04, -0.02], [0.13, 0.05, -0.08], [-0.40, -0.13, 0.21], [0.26, 0.31, -0.12], [-0.41, -0.14, -0.07], [0.01, -0.23, 0.54], [0.69, -0.17, -0.95], [-0.58, -0.07, 0.42], [-0.03, 0.07, 0.04], [0.29, -0.28, -0.03], [-0.06, 0.53, 0.10], [0.09, 0.08, 0.01], [-0.09, -0.01, -0.13]]
}



[2]
{
  "formula": "C42H40InN2O2PSbSe4Te",
  "method": "wB97M-V/def2-TZVPD",
  "orbital_gap_ev": 5.601,
  "homo_energy_ev": -4.2,
  "charge": -1,
  "de_lowest_kcal_mol": 0.0,
  "spin_multiplicity": 1,
  "energy_ha": -12530.044194,
  "elements": ["In", "Se", "Sb", "Se", "Se", "Se", "C", "C", "C", "C", "C", "O", "C", "C", "C", "C", "C", "C", "C", "O", "C", "C", "C", "N", "C", "C", "Te", "C", "C", "C", "C", "C", "C", "C", "C", "C", "C", "C", "C", "H", "H", "H", "H", "H", "H", "H", "H", "H", "H", "H", "H", "H", "H", "H", "H", "H", "H", "H", "H", "H", "H", "H", "H", "N", "H", "H", "H", "C", "P", "C", "C", "C", "C", "C", "C", "C", "C", "C", "C", "C", "C", "H", "H", "H", "H", "H", "H", "H", "H", "H", "H", "H", "H", "H"],
  "positions_angstrom": [[1.572464, 1.678039, -1.529764], [5.976954, 2.825180, -2.811043], [4.916581, 1.028913, -1.528156], [3.521945, 2.389648, 0.122402], [3.061978, -0.142418, -2.972252], [6.539739, -0.428660, -0.434999], [-0.995368, 1.811350, 5.199780], [-0.695749, 1.870687, 3.736236], [-1.137808, 2.978634, 2.972030], [-0.642223, 3.202887, 1.659786], [-0.551460, 4.570241, 1.072363], [-0.616289, 4.712801, -0.157425], [-0.409099, 5.815190, 1.927135], [-0.526516, 7.018950, 1.272163], [-0.663154, 8.212396, 1.945199], [-0.711559, 8.261287, 3.356075], [-0.559949, 7.090538, 4.041168], [-0.401566, 5.880577, 3.328459], [-0.274213, 1.993794, 0.917093], [-0.223868, 2.013254, -0.412526], [0.119170, 0.861384, 1.688045], [0.014045, 0.879039, 3.042623], [0.702246, -0.396966, 1.090141], [0.201086, -1.163950, 0.180030], [-1.281776, -1.061122, -0.177807], [-2.143887, -1.826798, 0.801258], [-2.130605, -4.066708, 0.713076], [-1.498028, -4.313388, 2.735261], [-2.219866, -3.779598, 3.810312], [-1.721114, -3.699935, 5.096776], [-0.396144, -4.152837, 5.326117], [0.364425, -4.720524, 4.278487], [-0.176679, -4.767157, 2.986243], [1.994258, -0.890968, 1.734356], [2.355558, -2.211885, 1.486139], [3.604793, -2.715447, 1.887474], [4.521787, -1.901194, 2.557629], [4.198621, -0.569834, 2.772798], [2.966411, -0.065622, 2.352840], [-2.068523, 1.531197, 5.338222], [-0.804822, 2.781384, 5.672086], [-0.326422, 1.052526, 5.664819], [-1.855826, 3.659926, 3.413639], [-0.547318, 6.966926, 0.200205], [-0.645986, 9.144036, 1.347750], [-0.680855, 9.234429, 3.865706], [-0.558091, 7.018146, 5.129269], [-0.233979, 5.025723, 3.962904], [0.453113, 0.119998, 3.668184], [-1.391622, -1.491901, -1.188217], [-1.571835, -0.008181, -0.211730], [-3.231200, -1.686481, 0.644587], [-1.971381, -1.610051, 1.856771], [-3.212776, -3.349153, 3.626181], [-2.294143, -3.295616, 5.914252], [0.006553, -4.032286, 6.306069], [1.346594, -5.121009, 4.438211], [0.422943, -5.145730, 2.180266], [1.697588, -2.867275, 0.876775], [3.845193, -3.754269, 1.626509], [5.486813, -2.376939, 2.860217], [4.937591, 0.152669, 3.174222], [2.789947, 1.015520, 2.340424], [1.014960, 3.731999, -2.423372], [0.713596, 3.610207, -3.381416], [1.847754, 4.307401, -2.424061], [0.298643, 4.143549, -1.827677], [0.167099, -0.365136, -5.243502], [-0.475054, -1.174375, -3.734767], [-2.222824, -1.292335, -4.347267], [-2.822836, -0.062035, -4.516323], [-4.122089, 0.058722, -4.998775], [-4.901750, -1.067036, -5.326304], [-4.294224, -2.314625, -5.091498], [-2.967965, -2.436697, -4.563876], [0.204534, -2.830938, -4.092302], [1.055017, -3.457157, -3.138398], [1.685013, -4.641422, -3.501197], [1.556121, -5.177760, -4.815678], [0.630799, -4.531880, -5.703974], [-0.091090, -3.411824, -5.313624], [-0.391956, -0.597160, -6.187449], [1.188855, -0.696317, -5.381550], [0.203562, 0.716349, -5.024437], [-2.222778, 0.810670, -4.304785], [-4.531332, 1.061901, -5.135716], [-5.886783, -0.968430, -5.733087], [-4.847789, -3.227271, -5.264821], [-2.555698, -3.402564, -4.328560], [1.328042, -2.925909, -2.230882], [2.353757, -5.155498, -2.841099], [2.091597, -6.038983, -5.124733], [0.521073, -4.913081, -6.719615], [-0.772953, -2.935758, -6.052108]],
  "forces_ev_per_angstrom": [[1.17, -0.40, 0.65], [-0.47, -0.44, 0.02], [1.48, 0.44, -0.21], [-1.03, -0.26, -0.74], [-0.98, 1.29, 1.15], [-0.73, 0.12, -0.26], [-0.21, -0.73, 0.17], [-0.56, 1.09, -1.69], [1.21, -0.82, 0.26], [-0.69, -1.07, 0.16], [-0.50, -0.88, -1.42], [0.38, 0.30, 1.14], [-0.64, -0.62, 1.28], [-0.25, 0.48, -0.45], [0.31, 1.03, 0.17], [0.66, 1.06, -1.04], [0.07, -1.52, -0.14], [0.13, 0.25, 0.50], [0.52, 1.16, -0.35], [0.51, -0.39, 0.63], [-0.03, -0.42, -1.44], [-0.59, 0.83, 2.03], [0.18, -0.49, -0.14], [-1.45, 0.32, 0.67], [1.79, 0.12, -0.08], [-1.07, -0.99, 0.29], [0.28, 0.73, 0.41], [1.35, 0.36, 0.37], [-1.01, 0.30, -0.58], [1.96, -0.73, -0.25], [-0.76, -0.15, -1.16], [-1.45, 0.58, 0.10], [-1.01, 0.20, 0.64], [0.75, 0.27, -0.77], [0.38, -1.03, -0.31], [-0.55, 0.12, -0.03], [0.29, -1.12, -0.02], [0.16, 0.86, 0.11], [-0.65, 0.00, -0.43], [0.82, 0.14, 0.25], [-0.13, -0.21, 0.04], [-0.65, 0.45, -0.08], [0.42, 0.36, 0.13], [0.03, 0.23, -0.34], [-0.24, -0.58, 0.55], [-0.39, -0.49, -0.22], [0.06, 0.27, -0.28], [-0.01, -0.33, -0.28], [0.09, -0.54, -0.21], [0.06, 0.32, 0.45], [-0.25, -0.03, -0.04], [0.69, 0.39, -0.21], [0.29, 0.06, -0.10], [0.30, -0.34, -0.03], [-0.14, 0.15, 0.01], [0.37, -0.14, 0.53], [0.36, 0.09, 0.18], [0.14, -0.09, -0.27], [0.34, 0.64, 0.66], [0.02, 0.49, 0.22], [-0.82, 0.86, -0.27], [-0.51, -0.69, -0.22], [0.06, -0.54, 0.44], [0.30, -0.74, -0.28], [-0.20, 0.29, -0.03], [0.17, 0.05, 0.07], [-0.16, -0.06, 0.10], [-0.05, 0.68, -0.70], [-0.31, -0.34, -0.11], [0.50, -0.46, 0.75], [-0.72, 0.33, -0.54], [-0.36, 0.25, -0.20], [2.14, -0.38, 0.76], [0.60, 0.16, 0.54], [-1.67, 0.54, -0.65], [-0.26, -0.14, 1.35], [-0.29, 0.42, -1.45], [0.06, -0.59, -1.64], [-2.18, 2.45, 0.65], [1.08, -1.16, 0.53], [0.62, -0.27, -0.85], [0.33, 0.34, 0.92], [0.30, 0.06, 0.03], [-0.07, -0.32, -0.54], [-0.18, 0.33, 0.03], [0.05, -0.27, 0.03], [-0.35, -0.04, -0.08], [-0.07, -0.05, -0.09], [-0.01, -0.25, -0.14], [-0.29, -0.18, 0.09], [0.26, 0.00, 0.46], [0.42, -0.60, -0.18], [-0.05, -0.02, 0.24], [0.54, -0.34, 0.77]]
}